Formula: CH8N3
Source: the OMol25 dataset
Level of theory: the ωB97M-V functional and the def2-TZVPD basis

## Properties
- expectation value of S² = 0.79
- HOMO energy (spin up / spin down) (eV) = -20.43 / -20.34
- ΔE to the lowest compared entry with this formula, charge and spin (kcal per mole) = 17.4
- energy (hartree) = -206.36799

The geometry in ORCA input format:
```
! RIJCOSX wB97M-V def2-TZVPD def2/J DEFGRID3
* xyz 2 2
N 0.57 0.74 -1.82
H 1.47 0.89 -2.23
H 0.47 -0.38 -0.50
H 0.19 1.71 -1.77
H 0.01 0.20 -2.42
N -0.59 0.43 1.70
C -0.55 -0.82 1.36
N 0.09 -1.11 0.20
H -0.01 1.17 1.16
H -1.04 0.85 2.54
H -1.05 -1.65 1.85
H 0.43 -2.05 -0.07
*
```